{
  "formula": "C36H99N9O9",
  "method": "ωB97M-V with the def2-TZVPD basis set",
  "orbital_gap_ev": 9.15,
  "lumo_energy_ha": 0.0243,
  "smiles": "COC[C@H](C)N.COC[C@H](C)N.COC[C@H](C)N.COC[C@H](C)N.COC[C@H](C)N.COC[C@H](C)N.COC[C@H](C)N.COC[C@H](C)N.COC[C@H](C)N",
  "symbols": ["C", "O", "C", "C", "C", "N", "H", "H", "H", "H", "H", "H", "H", "H", "H", "H", "H", "C", "O", "C", "C", "C", "N", "H", "H", "H", "H", "H", "H", "H", "H", "H", "H", "H", "C", "O", "C", "C", "C", "N", "H", "H", "H", "H", "H", "H", "H", "H", "H", "H", "H", "C", "O", "C", "C", "C", "N", "H", "H", "H", "H", "H", "H", "H", "H", "H", "H", "H", "C", "O", "C", "C", "C", "N", "H", "H", "H", "H", "H", "H", "H", "H", "H", "H", "H", "C", "O", "C", "C", "C", "N", "H", "H", "H", "H", "H", "H", "H", "H", "H", "H", "H", "C", "O", "C", "C", "C", "N", "H", "H", "H", "H", "H", "H", "H", "H", "H", "H", "H", "C", "O", "C", "C", "C", "N", "H", "H", "H", "H", "H", "H", "H", "H", "H", "H", "H", "C", "O", "C", "C", "C", "N", "H", "H", "H", "H", "H", "H", "H", "H", "H", "H", "H"],
  "xyz": [[1.683055, 22.243379, 11.490676], [1.144551, 21.666015, 12.647468], [-0.221848, 21.363392, 12.538752], [-0.840664, 20.975907, 13.876891], [-0.100501, 19.821382, 14.575089], [-2.191890, 20.459899, 13.620046], [2.684490, 22.607370, 11.714125], [1.111637, 23.108099, 11.128693], [1.723602, 21.503508, 10.681413], [-0.813736, 22.208572, 12.145550], [-0.455932, 20.592793, 11.785009], [-0.941981, 21.854975, 14.513232], [0.804685, 20.264956, 15.002093], [0.167197, 19.047792, 13.856928], [-0.723895, 19.479786, 15.397046], [-2.819120, 21.095720, 13.129496], [-2.152091, 19.691636, 12.949427], [-2.303439, 21.636478, 7.626067], [-3.333269, 21.624588, 8.575578], [-3.201447, 22.629891, 9.552338], [-4.072229, 22.204475, 10.714222], [-5.587599, 22.282151, 10.500806], [-3.717533, 23.077200, 11.862580], [-2.342646, 20.714255, 7.047859], [-1.292825, 21.596691, 8.059527], [-2.354671, 22.524469, 6.985738], [-2.164251, 22.792318, 9.866847], [-3.517102, 23.608942, 9.154785], [-3.905552, 21.155955, 10.976388], [-6.133207, 22.190118, 11.438396], [-5.931539, 21.389839, 9.957964], [-5.853341, 23.107295, 9.837305], [-3.729414, 24.039341, 11.540956], [-4.419824, 22.992207, 12.586067], [1.216643, 12.069139, 11.566147], [1.479674, 12.296750, 10.198422], [0.733316, 13.348373, 9.615914], [-0.301144, 12.796292, 8.626957], [-1.153467, 13.928956, 8.062942], [-1.150301, 11.742668, 9.207819], [1.290436, 12.910237, 12.256723], [1.790643, 11.198785, 11.885822], [0.198771, 11.656081, 11.665789], [0.238672, 14.016996, 10.335222], [1.426496, 13.988924, 9.063241], [0.301980, 12.429722, 7.782818], [-1.768911, 14.306060, 8.884967], [-1.824538, 13.570950, 7.280343], [-0.567303, 14.733085, 7.615086], [-1.368712, 11.137654, 8.423807], [-0.556391, 11.211701, 9.835204], [-5.357169, 18.344198, 10.971971], [-4.554580, 18.491665, 9.830135], [-5.313197, 18.355586, 8.629108], [-4.452412, 18.168264, 7.397014], [-5.275914, 18.107209, 6.130129], [-3.544690, 17.023570, 7.453071], [-5.974300, 19.243842, 11.109429], [-4.771049, 18.219140, 11.881369], [-6.052953, 17.498631, 10.914834], [-5.853182, 17.402755, 8.759222], [-6.017456, 19.189707, 8.558529], [-3.756185, 19.019524, 7.372711], [-5.565776, 17.060261, 5.996433], [-4.680937, 18.342359, 5.250053], [-6.152832, 18.748889, 6.201569], [-4.066518, 16.166683, 7.637691], [-2.870073, 17.031236, 8.210064], [1.090922, 15.950863, 12.700030], [-0.023380, 16.470075, 12.026444], [0.339288, 17.113331, 10.812162], [-0.801040, 17.546652, 9.891286], [-0.229860, 18.263903, 8.683589], [-1.836417, 18.320759, 10.567254], [1.693002, 16.727136, 13.189108], [1.723771, 15.361286, 12.027982], [0.727409, 15.327381, 13.515601], [0.845400, 18.067443, 11.034839], [1.044607, 16.451368, 10.298383], [-1.326230, 16.622000, 9.582530], [0.164940, 17.612111, 7.907285], [0.557186, 18.958396, 8.998196], [-0.992053, 18.918332, 8.252819], [-2.632977, 18.539937, 9.968015], [-2.315080, 17.793464, 11.293968], [4.201266, 9.830772, 14.475818], [3.126032, 10.739605, 14.570278], [2.831020, 11.169970, 15.891552], [1.499202, 11.925150, 15.811663], [1.708091, 13.368830, 15.337767], [0.701564, 11.966632, 17.041713], [4.528468, 9.547780, 15.482149], [5.026994, 10.317112, 13.949470], [3.977220, 8.892666, 13.963347], [2.717441, 10.306285, 16.560220], [3.685707, 11.777702, 16.214722], [0.948941, 11.374500, 15.043329], [1.924660, 14.020823, 16.163789], [0.771132, 13.732190, 14.899319], [2.418079, 13.438242, 14.513434], [0.964020, 12.813525, 17.540088], [0.994441, 11.262118, 17.716934], [-1.734711, 12.267110, 14.302196], [-2.780583, 13.118950, 13.875334], [-2.342398, 14.457978, 13.829264], [-3.307241, 15.330335, 13.029728], [-3.441584, 14.854058, 11.594404], [-2.830155, 16.724399, 13.011334], [-0.964205, 12.149159, 13.534016], [-2.179006, 11.303651, 14.547203], [-1.287984, 12.678910, 15.216503], [-2.324557, 14.825880, 14.868871], [-1.332698, 14.590810, 13.421875], [-4.304904, 15.346759, 13.472643], [-4.154440, 15.501613, 11.080710], [-3.862437, 13.844785, 11.547363], [-2.494115, 14.773516, 11.056162], [-2.947168, 17.051663, 13.966844], [-1.849634, 16.806121, 12.759133], [-1.071072, 19.453718, 4.842037], [-1.803033, 19.864818, 3.702639], [-2.905073, 20.687502, 4.024105], [-3.740599, 21.071740, 2.840097], [-4.878507, 22.031115, 3.187078], [-4.216414, 19.887078, 2.115994], [-0.436425, 20.253231, 5.230311], [-0.458279, 18.636088, 4.457130], [-1.701252, 18.973472, 5.598234], [-3.580855, 20.227249, 4.760550], [-2.469677, 21.572810, 4.510925], [-3.148922, 21.628713, 2.096350], [-5.578041, 21.628405, 3.923945], [-5.452116, 22.238003, 2.286181], [-4.411601, 22.917589, 3.618382], [-3.420511, 19.284795, 1.964186], [-4.813444, 20.005792, 1.318536], [5.356678, 14.946326, 16.352576], [3.985200, 15.164890, 16.540395], [3.689622, 15.792814, 17.774523], [2.183305, 16.008294, 17.841776], [1.636133, 16.850691, 16.707821], [1.877518, 16.581080, 19.158677], [5.961314, 15.830914, 16.598636], [5.614582, 14.687800, 15.328534], [5.696554, 14.159608, 17.040376], [4.047226, 15.174086, 18.605984], [4.189280, 16.769000, 17.869534], [1.693450, 15.036346, 17.899540], [0.545513, 16.864690, 16.692880], [2.041743, 16.507327, 15.753366], [1.930181, 17.899428, 16.811937], [0.905027, 16.839735, 19.263319], [2.401836, 17.425711, 19.360395]],
  "atomic_forces_ev_per_a": [[0.0, 0.0, -0.3], [0.1, 0.2, 0.3], [-0.8, 0.3, -0.4], [-0.6, -1.1, -0.8], [0.4, 1.7, 0.2], [-0.9, -0.2, -0.4], [0.1, -0.2, 0.1], [-0.2, -0.1, 0.1], [0.1, 0.1, -0.1], [0.3, 0.3, 0.2], [0.5, -0.4, 0.2], [0.2, -0.1, 0.2], [0.2, -0.4, -0.1], [-0.1, -0.2, 0.1], [0.0, -0.3, -0.1], [0.4, 0.5, 0.3], [0.3, -0.2, 0.2], [0.6, -0.2, -0.2], [0.4, -0.1, -0.1], [-0.5, -0.2, -0.1], [-0.8, 0.7, 1.4], [0.1, -1.1, -1.5], [0.5, -0.3, -0.3], [-0.5, 0.2, -0.2], [-0.2, 0.3, 0.4], [-0.1, -0.1, -0.2], [0.1, -0.5, 0.1], [-0.2, -0.1, 0.0], [0.7, 0.1, 0.0], [0.0, 0.7, 0.1], [0.2, 0.1, -0.2], [-0.3, 0.4, 0.6], [-0.1, 0.1, 0.2], [0.0, 0.1, 0.0], [-1.2, -1.5, -0.1], [0.3, 0.6, 0.4], [-0.5, 0.1, -0.3], [0.5, 0.5, -0.6], [-0.3, -0.2, 0.3], [0.6, 0.5, -0.3], [0.4, 0.2, -0.3], [0.6, 0.5, 0.1], [-0.2, 0.5, 0.1], [0.0, -0.4, 0.4], [0.0, -0.1, -0.1], [0.0, -0.3, 0.1], [0.0, 0.2, -0.2], [0.0, -0.1, 0.1], [0.1, 0.0, 0.2], [-0.3, -0.3, 0.3], [-0.1, -0.3, -0.1], [-0.7, 0.5, 0.5], [0.2, -0.2, -0.5], [-0.3, -1.0, 0.8], [1.6, 0.9, 0.6], [0.1, -0.6, 0.1], [-0.3, -0.9, 0.0], [-0.1, 0.0, 0.0], [0.4, 0.0, -0.3], [0.2, -0.1, -0.2], [-0.5, 0.2, -0.2], [0.0, 0.0, -0.2], [-0.3, 0.2, -0.1], [-0.4, 0.1, 0.0], [0.0, 0.2, 0.0], [0.0, 0.0, -0.2], [-0.1, 0.1, -0.3], [-0.1, 0.6, 0.1], [0.2, 0.0, 0.6], [-0.6, 0.2, -0.6], [0.3, 1.1, 0.2], [-1.4, -1.9, 0.3], [0.0, 0.8, 0.2], [0.2, 1.0, 0.5], [0.1, 0.2, -0.3], [0.0, 0.0, 0.0], [-0.1, -0.1, -0.2], [0.3, -0.2, 0.3], [-0.1, 0.1, -0.3], [0.6, -0.2, -0.4], [0.0, -0.2, 0.1], [0.1, -0.1, 0.0], [-0.1, -0.2, -0.1], [0.6, 0.1, -0.3], [0.4, -0.2, 0.0], [0.6, 0.2, 0.5], [-0.5, -0.5, -0.3], [0.0, -0.1, -0.3], [0.5, 0.4, -0.2], [-1.2, -0.6, -0.9], [0.6, 0.2, 0.6], [0.2, 0.0, -0.1], [0.1, -0.1, 0.1], [-0.5, 0.2, -0.2], [0.1, 0.0, 0.0], [-0.3, 0.2, 0.4], [-0.1, 0.0, 0.1], [0.6, 0.1, 0.1], [-0.1, -0.1, 0.2], [0.4, 0.0, 0.3], [-0.3, 0.2, -0.1], [-0.2, -0.4, -0.4], [-0.4, 0.2, 0.5], [0.4, -0.1, -0.5], [-0.8, 0.3, 0.7], [0.8, 0.2, -0.9], [-0.6, -0.8, -0.1], [-0.7, -0.1, 0.8], [0.0, 0.0, 0.0], [0.1, 0.0, -0.1], [0.1, -0.2, 0.0], [0.2, 0.1, 0.0], [0.0, -0.3, -0.2], [0.1, -0.2, 0.2], [0.3, 0.1, -0.2], [0.0, 0.0, 0.2], [0.1, 0.4, 0.1], [0.3, 0.5, -0.2], [0.1, -0.4, 0.3], [0.0, -0.9, -0.9], [-0.6, -0.2, -0.2], [0.3, 0.4, 0.9], [-0.4, 0.4, -2.2], [0.3, -0.6, 0.5], [0.2, -0.6, 1.7], [-0.1, 0.1, 0.2], [0.4, 0.2, 0.2], [-0.2, 0.4, 0.2], [0.2, -0.3, 0.0], [-0.4, 0.3, -0.1], [0.5, 0.2, 0.5], [0.1, -0.2, 0.0], [0.1, 0.3, 0.0], [-0.3, 0.3, -0.2], [-0.2, -0.2, -0.4], [0.2, 0.3, -0.2], [0.7, 0.1, 0.8], [0.0, 0.4, -0.3], [-0.2, -0.1, -0.2], [-0.4, 0.4, 1.1], [0.3, 0.2, -0.5], [0.3, 0.1, 0.6], [-0.2, 0.1, 0.0], [-0.5, -0.2, -0.1], [0.1, -0.1, -0.2], [-0.2, 0.0, 0.1], [0.1, 0.0, -0.2], [0.0, -0.2, -0.5], [0.0, -0.3, -0.1], [-0.3, 0.0, -0.1], [0.2, -0.1, 0.1], [-0.1, -0.2, -0.2], [0.1, 0.0, -0.2]],
  "lowdin_charge": [-0.121, -0.175, -0.236, -0.411, -0.057, 0.033, 0.085, 0.084, 0.082, 0.110, 0.110, 0.138, 0.073, 0.070, 0.070, 0.034, 0.043, -0.119, -0.172, -0.209, -0.412, -0.055, 0.030, 0.044, 0.091, 0.093, 0.118, 0.132, 0.121, 0.076, 0.058, 0.082, 0.072, 0.067, -0.104, -0.173, -0.202, -0.436, -0.071, 0.061, 0.070, 0.091, 0.070, 0.115, 0.126, 0.134, 0.053, 0.077, 0.075, 0.075, 0.049, -0.116, -0.235, -0.184, -0.443, -0.046, 0.066, 0.079, 0.074, 0.089, 0.129, 0.126, 0.115, 0.083, 0.063, 0.082, 0.079, 0.037, -0.106, -0.220, -0.185, -0.436, -0.044, 0.081, 0.092, 0.088, 0.056, 0.128, 0.119, 0.107, 0.080, 0.078, 0.058, 0.044, 0.023, -0.107, -0.202, -0.196, -0.407, -0.048, 0.053, 0.081, 0.086, 0.084, 0.120, 0.129, 0.122, 0.034, 0.050, 0.089, 0.054, 0.070, -0.101, -0.172, -0.215, -0.400, -0.046, 0.043, 0.068, 0.095, 0.071, 0.131, 0.104, 0.142, 0.067, 0.082, 0.062, 0.083, 0.039, -0.105, -0.179, -0.227, -0.449, -0.060, 0.041, 0.092, 0.092, 0.072, 0.113, 0.124, 0.134, 0.076, 0.074, 0.078, 0.065, 0.064, -0.114, -0.213, -0.200, -0.441, -0.056, 0.027, 0.087, 0.088, 0.089, 0.130, 0.131, 0.112, 0.081, 0.061, 0.083, 0.070, 0.069]
}

=====

{
  "formula": "C3H5N3",
  "method": "ωB97M-V with the def2-TZVPD basis set",
  "orbital_gap_ev": [6.63, 6.31],
  "lumo_energy_ha": [-0.0432, -0.0463],
  "symbols": ["C", "N", "C", "N", "N", "C", "H", "H", "H", "H", "H"],
  "xyz": [[1.310477, -0.603339, -0.369582], [0.035759, -0.306799, 0.389305], [-1.137609, -0.754822, 0.010181], [-2.044739, 0.254416, -0.098756], [-1.396007, 1.377996, 0.132056], [-0.095769, 1.090354, 0.356259], [2.149498, -0.184299, 0.185162], [0.590569, 0.912228, -0.753235], [1.388107, -1.686981, -0.577671], [-1.334869, -1.776526, -0.299965], [0.534584, 1.677771, 1.026245]],
  "atomic_forces_ev_per_a": [[0.3, 0.4, -1.0], [-0.7, -0.1, 0.5], [0.3, 0.3, 0.0], [-0.2, 0.1, 0.0], [-0.2, -0.2, 0.0], [-0.6, -0.3, 1.1], [-0.1, -0.4, 0.2], [1.2, -0.9, -0.6], [0.0, 0.7, 0.0], [0.0, 0.2, 0.2], [-0.2, 0.1, -0.4]],
  "lowdin_charge": [-0.075, -0.158, -0.117, 0.036, 0.068, -0.293, 0.018, 0.200, 0.032, 0.138, 0.150]
}

=====

Per-record E, eV: -70770.83856 -7656.28017
Per-record energy relative to the best compared isomer or geometry (same formula, charge and spin), eV: 1.471 6.175